No. 1
Molecular formula: CH5IN2
Method: DFT, ωB97M-V/def2-TZVPD

```
! RIJCOSX wB97M-V def2-TZVPD def2/J DEFGRID3
* xyz 0 1
C 0.317 -0.523 -0.955
N -0.793 0.979 1.302
N 0.324 0.870 -0.568
I -0.622 2.207 -1.700
H 0.904 -0.609 -1.896
H 0.805 -1.198 -0.397
H -0.572 -1.085 -1.075
H -0.591 0.010 1.520
H -0.108 1.533 1.839
*
```

The value obtained for the total energy is -12194.16437 eV. The calculation puts the HOMO-LUMO gap (alpha / beta) at 0.2846 / 0.2846 hartree. The value obtained for the LUMO energy (alpha / beta) is -0.0349 / -0.0349 hartree. The value obtained for the energy above the lowest of the compared OMol25 structures with the same formula, charge and spin is 329.6 kJ/mol.



No. 2
Molecular formula: C3H12N4
Method: DFT, ωB97M-V/def2-TZVPD

```
! RIJCOSX wB97M-V def2-TZVPD def2/J DEFGRID3
* xyz 0 1
C -0.389 -0.423 0.358
C 0.910 0.080 -0.085
C -1.226 -1.299 -0.513
N -0.959 1.765 -0.849
N -0.765 -0.275 1.637
N 1.807 0.575 0.929
N 1.520 -0.737 -1.103
H 0.348 1.113 -0.615
H -1.746 -0.356 1.858
H -1.518 2.527 -0.458
H -1.289 1.604 -1.803
H -0.253 0.404 2.184
H 2.092 -0.074 1.652
H 1.556 1.471 1.323
H 1.966 -1.566 -0.721
H 2.226 -0.207 -1.598
H -1.055 -1.071 -1.560
H -0.937 -2.344 -0.350
H -2.287 -1.184 -0.288
*
```

The value obtained for the total energy is -9263.21516 eV. The calculation puts the HOMO-LUMO gap at 0.2846 hartree. The value obtained for the LUMO energy is 0.0232 hartree. The value obtained for the energy above the lowest of the compared OMol25 structures with the same formula, charge and spin is 298.1 kJ/mol.



No. 3
Molecular formula: C51H102O51
Method: DFT, ωB97M-V/def2-TZVPD

```
! RIJCOSX wB97M-V def2-TZVPD def2/J DEFGRID3
* xyz 0 1
C -11.666 -26.275 -5.889
O -11.409 -24.992 -5.311
C -12.269 -24.326 -4.592
O -13.425 -24.697 -4.241
O -11.832 -23.050 -4.453
C -12.501 -22.209 -3.592
H -12.727 -26.410 -6.095
H -11.348 -27.098 -5.249
H -11.170 -26.364 -6.856
H -13.551 -22.014 -3.813
H -12.001 -21.242 -3.534
H -12.558 -22.517 -2.548
C -16.173 -18.141 0.632
O -15.808 -19.200 1.559
C -14.789 -19.097 2.450
O -13.879 -18.264 2.486
O -14.910 -20.140 3.292
C -13.831 -20.518 4.119
H -16.898 -18.422 -0.132
H -15.223 -17.881 0.165
H -16.642 -17.276 1.101
H -12.984 -20.668 3.451
H -13.860 -21.443 4.695
H -13.664 -19.797 4.919
C -23.243 -16.058 -7.449
O -21.902 -16.236 -7.315
C -21.409 -17.407 -7.577
O -21.905 -18.197 -8.393
O -20.387 -17.621 -6.807
C -19.721 -18.790 -6.778
H -23.777 -16.673 -8.173
H -23.438 -15.010 -7.677
H -23.749 -16.111 -6.486
H -19.720 -19.062 -5.723
H -18.700 -18.449 -6.950
H -19.949 -19.562 -7.514
C -24.714 -24.065 8.949
O -24.029 -23.078 8.221
C -22.990 -23.435 7.471
O -22.511 -24.597 7.341
O -22.493 -22.278 7.028
C -21.703 -22.330 5.885
H -24.178 -24.139 9.895
H -24.839 -25.066 8.536
H -25.636 -23.561 9.241
H -21.480 -21.341 5.485
H -22.207 -22.912 5.113
H -20.726 -22.763 6.099
C -16.419 -10.791 2.060
O -17.275 -10.052 1.135
C -16.968 -8.749 0.782
O -15.890 -8.180 1.046
O -18.003 -8.280 -0.027
C -17.825 -7.037 -0.720
H -15.496 -10.851 1.483
H -16.743 -11.831 2.080
H -16.200 -10.337 3.026
H -18.762 -6.744 -1.195
H -17.105 -7.159 -1.529
H -17.475 -6.266 -0.033
C -25.189 -16.193 5.554
O -24.321 -16.305 4.385
C -23.275 -15.430 4.269
O -22.471 -15.461 3.418
O -23.268 -14.550 5.324
C -22.535 -13.269 5.290
H -25.960 -15.422 5.539
H -24.677 -16.067 6.508
H -25.783 -17.097 5.421
H -22.267 -13.006 6.313
H -23.192 -12.460 4.972
H -21.561 -13.156 4.812
C -14.930 -13.977 -7.366
O -14.001 -13.536 -6.390
C -13.599 -14.358 -5.407
O -13.881 -15.551 -5.312
O -12.825 -13.601 -4.651
C -12.106 -14.189 -3.549
H -15.960 -14.140 -7.051
H -14.599 -14.919 -7.803
H -14.965 -13.188 -8.117
H -11.186 -14.624 -3.941
H -12.679 -14.938 -3.003
H -11.864 -13.301 -2.965
C -11.044 -25.516 10.460
O -10.969 -26.890 10.267
C -11.614 -27.346 9.196
O -12.089 -26.733 8.262
O -11.692 -28.649 9.275
C -12.093 -29.430 8.169
H -11.905 -24.975 10.068
H -10.201 -25.075 9.929
H -10.855 -25.373 11.524
H -12.045 -30.509 8.316
H -11.680 -29.133 7.206
H -13.163 -29.304 7.998
C -22.699 -25.982 0.876
O -21.748 -25.087 0.231
C -21.528 -25.357 -1.144
O -22.196 -26.191 -1.836
O -20.448 -24.731 -1.607
C -19.550 -23.973 -0.813
H -22.628 -25.773 1.944
H -22.468 -27.035 0.716
H -23.719 -25.748 0.573
H -20.118 -23.109 -0.467
H -18.807 -23.457 -1.421
H -19.140 -24.551 0.015
C -24.893 -20.196 -0.758
O -25.330 -20.766 0.430
C -26.589 -21.128 0.536
O -27.481 -20.970 -0.290
O -26.756 -21.691 1.756
C -27.989 -22.184 2.054
H -24.813 -20.933 -1.557
H -23.962 -19.711 -0.465
H -25.621 -19.442 -1.057
H -27.781 -22.678 3.003
H -28.206 -22.926 1.286
H -28.798 -21.454 2.025
C -10.585 -26.010 0.813
O -9.546 -24.977 0.806
C -8.302 -25.286 0.217
O -8.052 -26.354 -0.298
O -7.402 -24.332 0.570
C -5.987 -24.567 0.384
H -11.515 -25.636 1.240
H -10.242 -26.796 1.485
H -10.663 -26.488 -0.163
H -5.767 -24.918 -0.624
H -5.772 -25.400 1.054
H -5.307 -23.771 0.688
C -6.544 -26.181 5.910
O -6.123 -27.236 5.072
C -5.025 -27.912 5.227
O -4.060 -27.689 5.951
O -5.110 -28.827 4.266
C -4.184 -29.878 4.299
H -5.779 -25.405 5.941
H -6.761 -26.650 6.870
H -7.476 -25.772 5.520
H -3.118 -29.655 4.298
H -4.278 -30.488 3.400
H -4.234 -30.522 5.177
C -17.522 -23.342 10.457
O -18.071 -22.024 10.826
C -18.186 -21.676 12.122
O -18.179 -22.455 13.057
O -18.125 -20.346 12.211
C -18.049 -19.867 13.573
H -18.227 -24.021 9.979
H -17.032 -23.805 11.314
H -16.882 -23.218 9.583
H -18.906 -20.222 14.146
H -18.020 -18.780 13.499
H -17.226 -20.266 14.167
C -5.669 -9.905 2.859
O -5.981 -11.189 3.283
C -7.165 -11.782 3.012
O -8.042 -11.309 2.301
O -7.185 -12.943 3.699
C -8.226 -13.894 3.515
H -5.977 -9.218 3.647
H -6.107 -9.642 1.896
H -4.595 -9.743 2.774
H -7.990 -14.789 4.091
H -8.190 -14.243 2.482
H -9.144 -13.389 3.816
C -22.676 -8.319 -7.215
O -22.609 -9.370 -6.258
C -21.405 -9.941 -5.980
O -20.364 -9.768 -6.599
O -21.579 -10.841 -4.951
C -20.512 -11.620 -4.524
H -21.995 -7.482 -7.061
H -23.656 -7.852 -7.115
H -22.659 -8.704 -8.235
H -19.727 -10.914 -4.256
H -20.086 -12.338 -5.226
H -20.859 -12.079 -3.598
C -10.876 -17.895 10.309
O -9.859 -18.639 9.729
C -8.754 -18.051 9.279
O -8.500 -16.865 9.171
O -7.877 -19.028 9.108
C -6.487 -18.793 8.792
H -11.435 -18.571 10.957
H -11.551 -17.502 9.549
H -10.614 -16.914 10.703
H -6.434 -18.780 7.704
H -5.984 -19.694 9.143
H -6.104 -17.875 9.238
C -17.528 -14.940 8.124
O -17.159 -13.567 8.059
C -17.170 -12.824 9.208
O -17.446 -13.279 10.308
O -17.080 -11.465 8.808
C -17.419 -10.470 9.795
H -17.696 -15.332 7.121
H -18.368 -15.099 8.801
H -16.742 -15.496 8.635
H -18.465 -10.376 10.084
H -17.200 -9.448 9.485
H -16.830 -10.611 10.701
*
```

The value obtained for the total energy is -158954.04804 eV. The calculation puts the HOMO-LUMO gap at 0.3888 hartree. The value obtained for the LUMO energy is -0.0020 hartree. The value obtained for the energy above the lowest of the compared OMol25 structures with the same formula, charge and spin is 35.5 kJ/mol.



No. 4
Molecular formula: C7H11F3Si
Method: DFT, ωB97M-V/def2-TZVPD

```
! RIJCOSX wB97M-V def2-TZVPD def2/J DEFGRID3
* xyz 0 1
C -2.961 0.088 0.041
C -1.953 0.888 0.328
C -2.763 -1.381 0.036
C 1.347 -0.608 0.137
C 1.690 0.996 0.035
C 0.393 1.728 -0.311
C -0.693 1.377 0.641
F -6.009 -0.778 1.029
F -5.972 -1.062 -1.521
F -6.545 1.172 -0.524
Si -5.498 -0.108 -0.319
H -1.670 -1.466 0.396
H -3.489 -1.732 0.784
H -2.961 -2.002 -0.872
H 2.261 -1.060 -0.069
H 0.849 -1.103 -0.710
H 1.038 -0.855 1.104
H 2.181 1.231 0.984
H 2.570 1.192 -0.698
H 0.762 2.799 -0.221
H 0.122 1.657 -1.456
H -0.358 1.533 1.606
*
```

The value obtained for the total energy is -23467.63090 eV. The calculation puts the HOMO-LUMO gap at 0.3017 hartree. The value obtained for the LUMO energy is -0.0326 hartree. The value obtained for the energy above the lowest of the compared OMol25 structures with the same formula, charge and spin is 357.4 kJ/mol.



No. 5
Molecular formula: C24H32N3O8P2Ti
Method: DFT, ωB97M-V/def2-TZVPD

```
! RIJCOSX wB97M-V def2-TZVPD def2/J DEFGRID3
* xyz 1 1
C 3.437 2.541 -1.274
C 2.093 2.254 -0.915
N 1.608 0.956 -1.117
C 2.453 -0.019 -1.537
C 3.767 0.258 -1.901
C 4.270 1.552 -1.767
C 1.293 3.248 -0.304
P -0.173 2.734 0.598
Ti -0.205 0.381 -0.132
P 0.197 -1.516 -2.227
C 1.925 -1.458 -1.684
C -2.407 0.639 -0.633
C -3.076 1.070 0.510
C -4.473 1.004 0.572
C -5.223 0.469 -0.479
C -4.556 0.002 -1.614
C -3.155 0.072 -1.674
O 0.188 5.103 -3.872
O -0.879 1.842 -3.050
H 3.767 3.579 -1.203
H 4.394 -0.567 -2.237
H 5.285 1.786 -2.100
C -0.004 3.016 2.402
C -1.360 4.015 0.102
H 2.526 -2.011 -2.431
H 2.061 -2.012 -0.735
H -0.306 5.746 -4.332
H 1.829 4.100 0.080
C -0.756 -2.922 -1.687
C 0.218 -1.354 -4.027
H -2.532 1.434 1.387
H -4.978 1.360 1.468
H -6.311 0.419 -0.423
H -5.124 -0.415 -2.453
H -2.637 -0.349 -2.540
H -0.770 0.691 -1.639
H -1.822 2.074 -2.970
H -0.312 2.505 -2.584
H 0.837 4.823 -4.549
H -0.562 -0.082 -2.035
H 0.078 4.086 2.632
H -0.868 2.650 2.981
H 0.871 2.503 2.817
H -1.012 4.959 0.546
H -1.355 4.089 -0.994
H -2.374 3.798 0.458
H 0.712 -2.234 -4.464
H -0.825 -1.309 -4.378
H 0.764 -0.439 -4.309
H -0.600 -3.756 -2.390
H -0.473 -3.234 -0.668
H -1.819 -2.642 -1.724
O -0.825 -1.150 0.986
C 0.254 -1.059 1.699
O 1.044 -0.077 1.456
C 0.549 -2.060 2.706
C 1.783 -2.014 3.361
C 2.123 -3.030 4.284
C 1.251 -4.098 4.548
C 0.021 -4.132 3.871
C -0.333 -3.124 2.948
N -0.902 -5.227 4.080
O -0.614 -6.140 4.882
O -1.974 -5.210 3.432
N 3.404 -2.975 4.950
O 4.159 -2.015 4.676
O 3.720 -3.876 5.757
H 2.475 -1.203 3.160
H 1.531 -4.878 5.257
H -1.290 -3.174 2.447
*
```

The value obtained for the total energy is -87937.02315 eV. The calculation puts the HOMO-LUMO gap at 0.2116 hartree. The value obtained for the LUMO energy is -0.1436 hartree. The value obtained for the energy above the lowest of the compared OMol25 structures with the same formula, charge and spin is 302.4 kJ/mol.



No. 6
Molecular formula: C4H12N2
Method: DFT, ωB97M-V/def2-TZVPD

```
! RIJCOSX wB97M-V def2-TZVPD def2/J DEFGRID3
* xyz 0 1
C 0.587 2.497 -0.029
N 0.128 1.302 -0.720
C 0.871 0.093 -0.459
C 0.086 -1.133 -0.904
C -0.847 -1.739 0.193
N -0.814 -1.073 1.496
H 0.604 3.336 -0.719
H 1.614 2.381 0.303
H -0.068 2.798 0.791
H -0.855 1.116 -0.594
H 1.126 -0.038 0.605
H 1.852 0.200 -0.936
H -0.536 -0.883 -1.758
H 0.819 -1.874 -1.210
H -1.868 -1.700 -0.205
H -0.641 -2.798 0.236
H -1.710 -1.211 1.939
H -0.089 -1.505 2.055
*
```

Its SMILES is CNCCCN. The value obtained for the total energy is -7322.03178 eV. The calculation puts the HOMO-LUMO gap at 0.3396 hartree. The value obtained for the LUMO energy is 0.0386 hartree. The value obtained for the energy above the lowest of the compared OMol25 structures with the same formula, charge and spin is 96.2 kJ/mol.



No. 7
Molecular formula: C4H13NOS
Method: DFT, ωB97M-V/def2-TZVPD

```
! RIJCOSX wB97M-V def2-TZVPD def2/J DEFGRID3
* xyz 0 1
C -0.813 -1.916 1.532
N 0.602 -1.949 1.314
C -0.133 2.025 -1.618
C -0.817 2.698 -0.708
S 0.276 -2.127 -1.843
C 0.769 0.918 -1.236
H -1.427 -1.681 0.655
H -1.164 -2.923 1.804
H -1.062 -1.189 2.300
H 0.798 -2.311 0.408
H -0.214 2.284 -2.650
H -1.522 3.460 -1.010
H -0.709 2.396 0.313
H -0.836 -1.590 -1.390
H 1.587 1.251 -0.584
H 0.298 0.231 -0.510
H 1.196 0.274 -2.018
H 1.184 0.599 2.411
H 0.998 -0.916 1.365
O 0.990 0.466 1.466
*
```

The value obtained for the total energy is -18724.16522 eV. The calculation puts the HOMO-LUMO gap at 0.1552 hartree. The value obtained for the LUMO energy is -0.1670 hartree. The value obtained for the energy above the lowest of the compared OMol25 structures with the same formula, charge and spin is 757.0 kJ/mol.



No. 8
Molecular formula: C2H9N2PS
Method: DFT, ωB97M-V/def2-TZVPD

```
! RIJCOSX wB97M-V def2-TZVPD def2/J DEFGRID3
* xyz 0 1
C -0.782 1.391 0.276
C -1.838 -1.020 -0.703
N 1.603 -0.130 0.857
N 0.480 -0.798 0.841
P -1.293 -0.241 0.870
S 3.545 0.583 -1.174
H -0.095 1.086 -0.558
H -1.627 1.982 0.031
H -0.156 1.782 1.052
H -2.952 -1.005 -0.782
H -1.433 -0.652 -1.545
H -1.499 -2.022 -0.407
H 4.024 0.129 -0.094
H 1.432 0.738 0.300
H 0.591 -1.822 1.036
*
```

The value obtained for the total energy is -25320.20856 eV. The calculation puts the HOMO-LUMO gap (alpha / beta) at 0.2139 / 0.3361 hartree. The value obtained for the LUMO energy (alpha / beta) is -0.0596 / 0.0054 hartree. The value obtained for the energy above the lowest of the compared OMol25 structures with the same formula, charge and spin is 338.1 kJ/mol.



No. 9
Molecular formula: C5H15NO2
Method: DFT, ωB97M-V/def2-TZVPD

```
! RIJCOSX wB97M-V def2-TZVPD def2/J DEFGRID3
* xyz 1 2
C -0.200 -2.519 0.854
C -0.306 -0.985 0.990
N -0.329 1.894 0.563
C 0.112 1.120 -0.405
C 0.127 -0.276 -0.227
C 0.416 1.803 -1.695
H 0.522 -2.959 1.533
H 0.027 -2.830 -0.162
H -1.168 -2.908 1.163
H -1.343 -0.704 1.212
H 0.267 -0.637 1.854
H -0.682 2.822 0.378
H -0.400 1.553 1.514
H 0.392 -0.832 -1.117
H -0.339 2.547 -1.909
H 0.451 1.094 -2.506
H 1.445 2.174 -1.686
H 2.702 0.947 0.704
H 3.494 2.149 0.114
O 3.319 1.204 0.016
H -2.770 -2.349 -0.325
H -2.534 -0.827 -0.532
O -3.201 -1.481 -0.331
*
```

The value obtained for the total energy is -11005.36493 eV. The calculation puts the HOMO-LUMO gap (alpha / beta) at 0.4019 / 0.2921 hartree. The value obtained for the LUMO energy (alpha / beta) is -0.1281 / -0.2566 hartree. The value obtained for the energy above the lowest of the compared OMol25 structures with the same formula, charge and spin is 50.6 kJ/mol. As for the expectation value of S²: 0.757.



No. 10
Molecular formula: C2H5ClOS
Method: DFT, ωB97M-V/def2-TZVPD

```
! RIJCOSX wB97M-V def2-TZVPD def2/J DEFGRID3
* xyz 0 1
C -0.557 -1.461 0.086
C 0.705 1.606 0.110
O -0.123 1.578 -1.025
S 2.331 0.971 -0.103
Cl 0.656 3.125 0.991
H -1.035 -2.150 0.779
H -0.968 -0.598 -0.313
H 0.465 -1.665 0.048
H -0.989 1.629 -0.555
H 3.015 1.986 0.445
*
```

The value obtained for the total energy is -27555.98125 eV. The calculation puts the HOMO-LUMO gap (alpha / beta) at 0.3164 / 0.3012 hartree. The value obtained for the LUMO energy (alpha / beta) is -0.0123 / 0.0025 hartree. The value obtained for the energy above the lowest of the compared OMol25 structures with the same formula, charge and spin is 380.3 kJ/mol.